<1>
A cluster of 2 separate species, C3H7NO2S in total, computed with ωB97M-V/def2-TZVPD.

Structure (XYZ):
```
14
Properties=species:S:1:pos:R:3:nbo_charge:R:1
C -2.051 -0.218 0.169 -0.448
H 2.473 0.560 -0.601 0.388
O 0.191 -0.815 -1.156 -0.687
S 3.320 -0.595 1.079 1.456
H -1.322 0.226 -1.847 0.177
C -0.940 -0.098 -0.874 0.102
C -1.069 0.906 0.266 -0.466
H -0.304 1.024 0.918 0.209
H -1.918 -0.927 0.939 0.209
O 2.206 -1.419 1.411 -0.886
N 3.304 0.487 -0.016 -0.953
H 0.642 -0.883 -0.269 0.470
H -3.017 -0.188 -0.158 0.219
H -1.515 1.939 0.140 0.209
```

The value obtained for the LUMO energy is -0.7 eV.

=====

<2>
An isolated molecule of C3H7NO2S, computed with ωB97M-V/def2-TZVPD.

Structure (XYZ):
```
14
Properties=species:S:1:pos:R:3:nbo_charge:R:1
H -1.491 -2.778 -0.834 0.497
O -1.370 -2.078 -0.149 -0.689
C -0.520 1.013 0.235 -0.513
H -0.650 1.386 -0.757 0.216
H 2.223 0.030 -0.913 0.391
C 0.317 -0.424 0.130 -0.145
O -0.241 -1.297 -1.982 -0.567
C -0.401 -1.287 -0.782 0.769
S 0.200 2.258 1.417 -0.063
H 0.200 -0.960 1.190 0.218
H -1.588 0.689 0.598 0.218
N 1.740 -0.227 -0.004 -0.852
H 2.114 0.343 0.738 0.378
H -0.532 3.330 1.113 0.141
```

The SMILES is N[C@@H](CS)C(=O)O. The value obtained for the LUMO energy is 0.7 eV.

=====

Stability, lowest: <1>

=====

<1>
An isolated molecule of C3H7NO2S, computed with ωB97M-V/def2-TZVPD.

Structure (XYZ):
```
14
Properties=species:S:1:pos:R:3:nbo_charge:R:1
O -1.890 -1.362 0.425 -0.989
C 1.369 -1.116 0.187 -0.420
H -2.314 -0.653 -1.419 0.034
O -1.364 1.119 0.814 -0.557
S -1.179 -0.890 -0.792 1.188
H 0.558 2.182 -0.258 0.235
H 1.175 0.956 -1.469 0.221
N -0.842 0.831 -0.414 -0.313
H -1.579 0.314 1.240 0.483
H 1.139 -1.346 -0.815 0.188
C 0.583 1.126 -0.454 -0.311
H 1.669 -1.863 0.903 0.220
H 1.436 0.508 1.545 0.214
C 1.240 0.192 0.505 -0.194
```

The value obtained for the LUMO energy is 0.6 eV.

=====

<2>
A cluster of 2 separate species, C3H7NO2S in total, computed with ωB97M-V/def2-TZVPD.

Structure (XYZ):
```
14
Properties=species:S:1:pos:R:3:nbo_charge:R:1
H 0.355 1.242 -1.484 0.395
H 2.156 1.452 -1.348 0.415
C -0.224 -0.755 0.047 -0.333
S 1.316 0.078 0.138 2.231
H -1.192 -2.661 -0.106 0.222
N 1.204 1.388 -0.949 -1.077
C -0.239 -2.062 -0.073 -0.407
C -1.826 0.843 0.709 -0.435
H -2.624 0.684 -0.026 0.199
O 2.429 -0.679 -0.284 -0.944
H -2.238 0.619 1.734 0.214
H -1.098 1.670 0.656 0.228
O 1.355 0.772 1.408 -0.941
H 0.626 -2.590 -0.425 0.233
```

The value obtained for the LUMO energy is -0.5 eV.

=====

<3>
An isolated molecule of C3H7NO2S, computed with ωB97M-V/def2-TZVPD.

Structure (XYZ):
```
14
Properties=species:S:1:pos:R:3:nbo_charge:R:1
N -1.421 0.108 -0.295 -0.858
H 0.031 -1.959 -1.789 0.106
H -1.754 1.044 -0.155 0.385
H -0.544 0.762 3.055 0.501
H -1.802 -0.339 -1.109 0.382
C 0.345 0.448 1.383 0.793
O -0.711 0.915 2.119 -0.707
C -0.097 -0.257 0.104 -0.163
H -0.097 -1.332 0.316 0.216
S 0.843 -1.100 -2.414 -0.053
H 1.988 -0.006 -0.581 0.238
O 1.478 0.643 1.700 -0.556
C 0.974 0.044 -0.966 -0.502
H 0.767 1.029 -1.369 0.218
```

The SMILES is N[C@@H](CS)C(=O)O. The value obtained for the LUMO energy is 0.6 eV.

=====

Stability, lowest: <1>

=====

<1>
A cluster of 2 separate species, C4H12N2P in total, computed with ωB97M-V/def2-TZVPD.

Structure (XYZ):
```
19
Properties=species:S:1:pos:R:3:nbo_charge:R:1
P 0.727 0.682 -3.138 0.063
C 2.862 0.186 -4.973 -0.144
C -0.735 0.888 1.624 0.124
H 0.231 -0.348 -3.974 -0.061
H 3.526 0.767 -5.599 0.211
H -2.099 -0.639 4.139 0.238
N 2.144 0.821 -4.069 -0.676
N -1.041 -0.128 2.423 -0.214
H -1.098 1.912 1.900 0.243
H -1.309 -2.203 3.074 0.258
C -1.970 0.201 3.494 -0.421
H -1.020 -2.001 1.404 0.258
H 0.290 -1.739 2.403 0.262
H 2.393 1.804 -3.822 0.413
H -2.843 0.334 2.975 0.231
H -1.643 1.202 4.048 0.248
C -0.811 -1.564 2.350 -0.461
H -0.153 0.667 0.794 0.229
H 2.551 -0.842 -5.056 0.200
```

The total charge is +1. The value obtained for the LUMO energy is -5.2 eV.

=====

<2>
The ion C4H12N2P with charge +1, computed with ωB97M-V/def2-TZVPD.

Structure (XYZ):
```
19
Properties=species:S:1:pos:R:3:nbo_charge:R:1
N -0.941 1.077 1.041 -0.853
H -2.547 1.351 -0.321 0.207
H -1.252 1.148 1.954 0.382
H 1.680 -1.799 -0.977 0.428
C -0.041 -0.855 -0.451 -0.056
C -1.026 -0.022 -1.107 -0.419
H -0.653 1.982 0.811 0.360
H -0.452 0.630 -1.726 0.191
H 1.223 -0.560 -2.074 0.444
P 2.205 -0.824 1.512 0.309
N 1.211 -0.998 -1.077 -0.505
H -2.440 -0.196 0.358 0.203
C 1.116 -0.184 0.057 -0.253
H -0.457 -1.722 0.015 0.247
H -1.712 -0.564 -1.736 0.242
H 1.544 -0.024 2.465 0.025
H 1.174 0.854 -0.101 0.250
H 3.231 0.107 1.315 0.005
C -1.862 0.597 0.042 -0.208
```

The total charge is +1. The SMILES is NCC[C@H]1[NH2+][C@@H]1P. The value obtained for the LUMO energy is -3.2 eV.

=====

<3>
The ion C4H12N2P with charge +1, computed with ωB97M-V/def2-TZVPD.

Structure (XYZ):
```
19
Properties=species:S:1:pos:R:3:nbo_charge:R:1
N 1.261 -0.285 -0.412 -0.644
C 0.370 0.544 -1.253 -0.282
H -0.407 -0.107 -1.653 0.215
H 1.119 1.612 0.572 0.230
C 0.546 0.748 0.216 -0.077
C -0.287 0.184 1.373 -0.438
H 0.274 -0.223 2.208 0.230
H -0.106 -2.425 1.088 0.430
P 1.227 1.907 -2.458 0.341
H -1.792 -0.262 -0.105 0.234
H -2.088 -1.091 1.339 0.232
H 0.442 -1.489 -0.042 0.449
H 0.361 2.908 -2.495 -0.009
N -0.509 -1.901 0.279 -0.710
H 1.945 2.614 -1.631 -0.032
C -1.234 -0.803 0.709 -0.252
H 2.247 -0.212 -0.619 0.406
H -0.940 -2.451 -0.371 0.427
H -0.764 0.987 1.844 0.250
```

The total charge is +1. The SMILES is [NH3+]CC[C@H]1N[C@@H]1P. The value obtained for the LUMO energy is -3.0 eV.

=====

Stability, lowest: <1>

=====

<1>
An isolated molecule of C20H22N4O2, computed with ωB97M-V/def2-TZVPD.

Structure (XYZ):
```
48
Properties=species:S:1:pos:R:3:nbo_charge:R:1
C 0.924 0.235 -1.541 -0.395
C -3.326 -0.651 0.910 -0.327
C -1.323 -0.101 -0.329 -0.088
C -1.968 -0.480 -1.499 -0.179
O 5.246 -2.441 0.460 -0.489
C 0.933 2.778 -0.540 0.513
H -5.576 -1.942 1.639 0.169
H 4.201 -3.489 -0.997 0.175
C -0.481 3.793 0.610 0.154
N -0.882 2.550 0.671 -0.311
N 1.948 2.405 -1.368 -0.606
C -2.020 -0.199 0.867 -0.093
H 5.627 -2.579 -1.576 0.176
C -6.082 -1.497 0.774 -0.062
C 0.081 0.460 -0.286 -0.052
H 1.104 -0.831 -1.674 0.229
H -7.283 -0.153 1.949 0.214
H -1.468 -0.424 -2.453 0.208
C -3.969 -1.029 -0.265 0.318
C 3.783 -0.734 -0.480 -0.277
H 2.815 0.839 -2.377 0.214
N 0.027 1.891 -0.080 -0.225
O -5.238 -1.509 -0.360 -0.494
H -5.779 0.569 1.355 0.216
N 0.638 3.995 -0.121 -0.541
H 5.224 -1.039 2.551 0.225
H -6.917 -2.146 0.494 0.193
C 2.261 0.993 -1.442 -0.051
C 5.217 -3.163 -0.746 -0.252
H 2.718 3.055 -1.409 0.409
C 3.195 1.127 0.919 -0.258
H -3.769 -1.243 -2.374 0.222
C -3.267 -0.943 -1.467 -0.261
H -3.824 -0.703 1.865 0.216
C 3.104 0.467 -0.295 -0.031
H -0.995 4.590 1.106 0.195
H -7.127 0.309 0.248 0.215
H 2.681 2.063 1.079 0.222
H 3.706 -1.228 -1.437 0.207
H -1.539 0.101 1.785 0.213
C 3.958 0.585 1.944 -0.180
H 0.601 0.013 0.578 0.213
C -6.599 -0.100 1.106 -0.639
H 5.843 -4.039 -0.580 0.203
H 0.395 0.623 -2.413 0.220
H 4.027 1.103 2.889 0.218
C 4.627 -0.605 1.766 -0.249
C 4.546 -1.277 0.544 0.302
```

The SMILES is CCOc1ccc([C@H]2C[C@H](c3cccc(OC)c3)Nc3ncnn32)cc1. The value obtained for the LUMO energy is 0.6 eV.

=====

<2>
An isolated molecule of C20H22N4O2, computed with ωB97M-V/def2-TZVPD.

Structure (XYZ):
```
48
Properties=species:S:1:pos:R:3:nbo_charge:R:1
O 0.701 -1.694 -1.679 -0.411
C -0.702 1.665 0.501 0.038
H -5.124 -0.595 2.877 0.215
C 2.975 -2.291 -0.944 -0.454
H -2.978 1.207 -2.250 0.219
H -5.581 -1.972 1.878 0.219
C -4.260 -0.600 0.916 -0.035
H -1.705 1.492 0.861 0.203
C 4.022 -0.638 0.584 0.680
C 0.403 1.420 1.298 -0.241
H 0.641 2.691 -2.243 0.184
H 0.275 1.039 2.299 0.216
H 4.860 -2.530 0.059 0.241
H 3.523 3.368 -0.683 0.219
C -0.459 -1.415 -1.028 0.491
N 0.992 -1.777 0.482 -0.345
H -2.811 -2.097 0.441 0.209
N -0.601 2.099 -0.744 -0.435
H 2.336 -0.768 1.696 0.428
C -4.758 -1.307 2.140 -0.626
H 3.778 1.785 1.308 0.240
C 3.109 2.471 -1.144 -0.656
C -4.355 1.254 -0.616 -0.207
C -4.810 0.615 0.523 -0.211
H 3.833 1.669 -1.014 0.256
C -3.343 0.693 -1.374 -0.195
C -2.782 -0.517 -0.994 -0.035
C 1.793 2.139 -0.514 -0.047
C 2.875 1.261 1.622 -0.259
C -1.682 -1.134 -1.817 -0.476
H 3.445 -2.654 1.136 0.227
N -0.303 -1.461 0.250 -0.307
C -3.252 -1.158 0.143 -0.151
C 0.609 2.331 -1.221 0.028
H 2.682 1.464 2.679 0.208
C 1.568 -1.913 -0.667 0.485
H -2.026 -2.081 -2.252 0.240
H 3.348 -1.677 -1.768 0.245
H 2.983 2.663 -2.207 0.215
H 2.990 -3.334 -1.277 0.239
H -1.406 -0.473 -2.642 0.245
H -3.968 -1.906 2.586 0.218
O 4.879 0.044 0.057 -0.645
H -5.595 1.062 1.116 0.207
C 3.875 -2.126 0.287 -0.482
N 3.114 -0.162 1.458 -0.616
H -4.785 2.200 -0.911 0.214
C 1.676 1.651 0.790 0.006
```

The SMILES is Cc1cccc(Cc2nnc(CCC(=O)NCc3ccncc3C)o2)c1. The value obtained for the LUMO energy is 0.7 eV.

=====

Stability, lowest: <1>

=====

<1>
A structure of composition C3H4OS2, computed with ωB97M-V/def2-TZVPD.

Structure (XYZ):
```
10
Properties=species:S:1:pos:R:3:nbo_charge:R:1
C -0.163 0.906 -0.220 0.273
H -2.255 0.093 2.622 0.083
C 1.244 -0.496 -0.421 -0.095
H -0.977 -1.301 -0.820 0.272
C -0.198 -0.480 -0.737 -0.372
O 1.143 0.848 -0.016 -0.482
S -0.589 0.954 -1.894 0.227
H 1.940 -0.417 -1.201 0.215
S -1.746 1.215 2.322 -0.338
H 1.602 -1.321 0.366 0.220
```

The value obtained for the LUMO energy (alpha / beta) is -2.5 / -2.5 eV.

=====

<2>
An isolated molecule of C3H4OS2, computed with ωB97M-V/def2-TZVPD.

Structure (XYZ):
```
10
Properties=species:S:1:pos:R:3:nbo_charge:R:1
H 0.400 0.353 2.103 0.217
H 1.636 -0.208 -0.118 0.254
H -0.926 0.679 -1.451 0.130
C 0.557 -0.149 -0.097 -0.509
C 0.066 0.606 1.110 -0.278
C 0.051 0.239 -1.549 0.449
S -1.168 1.668 1.090 0.053
H -0.995 -1.345 1.208 0.125
S -0.217 -1.772 0.271 0.049
O 0.596 -0.071 -2.567 -0.491
```

The SMILES is O=C[C@H](S)C=S. The value obtained for the LUMO energy is -0.8 eV.

=====

<3>
An isolated molecule of C3H4OS2, computed with ωB97M-V/def2-TZVPD.

Structure (XYZ):
```
10
Properties=species:S:1:pos:R:3:nbo_charge:R:1
H -1.382 0.882 1.766 0.206
H 0.333 0.827 -1.393 0.132
C 0.988 0.658 -0.609 0.413
O 2.041 1.220 -0.363 -0.487
C -1.210 0.507 0.773 -0.273
H -0.169 -2.701 0.927 0.150
S -2.226 0.607 -0.463 0.113
C 0.349 -0.215 0.398 -0.498
H 1.040 -0.221 1.291 0.257
S -0.198 -1.854 -0.117 -0.012
```

The SMILES is O=C[C@H](S)C=S. The value obtained for the LUMO energy is -0.8 eV.

=====

<4>
An isolated molecule of C3H4OS2, computed with ωB97M-V/def2-TZVPD.

Structure (XYZ):
```
10
Properties=species:S:1:pos:R:3:nbo_charge:R:1
H 0.772 2.039 -0.086 0.128
C -1.170 -0.260 0.690 -0.283
H 0.899 -0.216 1.135 0.240
O 0.039 1.227 -1.760 -0.468
C 0.408 1.214 -0.644 0.465
H -1.769 -0.687 -0.230 0.212
S -1.723 0.160 2.150 0.099
H 1.787 -1.636 -0.733 0.119
S 0.497 -1.649 -0.783 0.019
C 0.263 -0.193 0.260 -0.532
```

The SMILES is O=C[C@H](S)C=S. The value obtained for the LUMO energy is -0.7 eV.

=====

Stability, lowest: <1>

=====

<1>
A cluster of 3 separate species, C6H18O3 in total, computed with ωB97M-V/def2-TZVPD.

Structure (XYZ):
```
27
Properties=species:S:1:pos:R:3:nbo_charge:R:1
H 3.746 -1.087 9.446 0.465
H 3.349 0.670 11.586 0.178
O 1.535 -3.226 2.970 -0.708
C 3.242 -0.314 11.130 -0.067
H 5.029 -0.949 11.734 0.216
H 2.615 -5.561 1.993 0.204
H 0.965 -5.155 1.463 0.220
C 4.023 -1.363 11.782 -0.633
H 3.323 -3.170 1.736 0.163
C 2.285 -3.497 1.794 -0.075
H 4.010 -2.323 11.266 0.203
H 1.853 -2.884 1.003 0.145
H 3.780 -1.531 12.832 0.205
H 2.210 -5.098 0.310 0.215
H 2.192 -0.542 10.946 0.158
C 4.896 -4.407 7.311 -0.059
H 4.643 -5.024 6.449 0.164
H 3.314 -3.289 6.671 0.478
H 1.621 -2.271 3.015 0.465
C 6.155 -3.598 7.082 -0.640
O 3.792 -3.484 7.480 -0.753
H 6.243 -2.896 7.910 0.215
C 2.020 -4.899 1.364 -0.628
H 6.007 -2.898 6.259 0.205
H 5.000 -5.041 8.192 0.176
H 7.100 -4.108 6.896 0.214
O 3.827 -0.221 9.851 -0.727
```

The SMILES is CCO.CCO.CCO. The value obtained for the LUMO energy is 0.6 eV.

=====

<2>
A cluster of 3 separate species, C6H18O3 in total, computed with ωB97M-V/def2-TZVPD.

Structure (XYZ):
```
27
Properties=species:S:1:pos:R:3:nbo_charge:R:1
H -0.450 -2.046 2.287 0.219
H -2.630 1.422 1.122 0.208
C 2.527 1.125 -0.162 -0.636
H 2.599 2.146 0.241 0.210
H 1.725 0.622 0.382 0.197
H -2.060 0.889 2.738 0.219
H -2.409 -0.125 -0.515 0.476
H 0.122 1.040 -1.362 0.193
H 3.490 0.680 0.095 0.221
C 0.842 1.636 -1.932 -0.628
H -0.462 0.017 1.161 0.167
H -0.008 -3.011 -0.766 0.476
C 2.246 1.115 -1.643 0.089
O -1.821 -0.801 -0.161 -0.757
O 2.349 -0.231 -2.147 -0.730
H -0.196 -1.590 -1.255 0.493
H 0.734 2.697 -1.703 0.204
C -2.439 0.565 1.765 -0.635
C -1.463 -1.740 2.003 -0.638
H 2.988 1.671 -2.215 0.175
H -3.383 0.056 1.979 0.209
H -1.968 -1.605 2.961 0.210
O 0.488 -2.228 -1.018 -0.968
H -1.916 -2.540 1.428 0.229
H 0.594 1.500 -2.987 0.219
C -1.444 -0.457 1.192 0.097
H 1.942 -0.806 -1.487 0.480
```

The SMILES is CC(C)O.CC(C)O.O. The value obtained for the LUMO energy is 0.7 eV.

=====

Stability, lowest: <1>